(1)
A cluster of 3 separate species, C62H55F3N2O12PS2 in total, computed with the ωB97M-V functional and the def2-TZVPD basis.

Calculated values
multiplicity = 1
LUMO level = -0.42 eV
total charge = -1

Last column: Löwdin charge in e.
Positions of all 137 atoms, in Å:
C  5.717  -3.783  1.885  -0.12
C  7.162  -3.549  1.216  -0.22
C  7.500  -4.577  0.006  -0.40
O  7.702  -3.789  -1.189  -0.17
C  6.414  -3.525  -1.851  -0.17
C  6.301  -1.914  -1.942  -0.06
O  7.609  -1.243  -1.791  -0.01
C  7.449  0.120  -1.492  -0.47
F  7.486  0.432  -0.112  0.09
F  8.557  0.808  -2.097  0.06
F  6.284  0.720  -2.021  0.09
C  6.257  -4.285  -3.247  -0.23
C  7.099  -3.479  -4.390  -0.10
C  8.681  -3.526  -4.153  -0.08
C  9.476  -3.300  -5.544  -0.37
O  8.957  -3.375  -6.684  0.04
N  10.926  -3.008  -5.468  0.04
C  11.247  -1.650  -5.952  -0.19
C  12.442  -1.509  -6.965  -0.01
C  12.830  -0.116  -7.525  -0.09
C  12.055  1.181  -7.117  -0.08
C  10.887  1.041  -6.092  -0.07
C  10.486  -0.360  -5.520  0.00
O  4.925  -4.383  -3.759  -0.04
C  4.005  -5.024  -2.867  -0.41
O  3.338  -3.990  -2.083  -0.03
C  2.832  -5.635  -3.818  -0.10
C  1.706  -6.437  -3.024  -0.21
C  0.603  -5.501  -2.291  -0.47
S  -0.464  -4.563  -3.508  0.84
C  -2.023  -4.009  -2.638  -0.97
S  -2.557  -4.909  -1.310  0.65
N  -2.712  -2.824  -3.196  -0.15
C  -3.041  -1.813  -2.178  -0.16
C  -2.192  -1.560  -0.875  -0.03
C  -2.545  -0.512  0.200  -0.07
C  -3.799  0.384  0.051  -0.09
C  -4.646  0.203  -1.239  -0.07
C  -4.286  -0.864  -2.337  0.00
C  -3.874  -3.173  -4.035  -0.21
C  -4.027  -2.407  -5.400  -0.01
C  -5.206  -2.615  -6.381  -0.08
C  -6.319  -3.625  -6.007  -0.08
C  -6.179  -4.422  -4.661  -0.06
C  -4.986  -4.191  -3.693  0.00
C  4.583  -6.226  -1.996  -0.50
O  5.227  -7.165  -2.598  -0.05
O  4.466  -6.340  -0.613  -0.18
P  9.094  -5.500  0.552  0.76
O  9.308  -6.701  -0.397  -0.51
H  4.995  -2.913  1.641  0.08
H  5.861  -3.736  3.028  0.07
H  5.241  -4.795  1.657  0.07
H  7.238  -2.480  0.822  0.11
H  7.945  -3.691  2.057  0.08
H  6.710  -5.413  -0.110  0.13
H  5.626  -3.838  -1.063  0.14
H  5.670  -1.557  -1.045  0.14
H  5.739  -1.551  -2.878  0.14
H  6.819  -5.296  -3.166  0.17
H  6.902  -4.083  -5.358  0.13
H  6.674  -2.437  -4.597  0.12
H  9.068  -4.508  -3.718  0.14
H  8.952  -2.615  -3.501  0.11
H  11.234  -3.087  -4.485  0.12
H  13.032  -2.434  -7.269  0.09
H  13.711  -0.047  -8.258  0.08
H  12.341  2.199  -7.531  0.08
H  10.301  1.967  -5.737  0.09
H  9.625  -0.453  -4.761  0.09
H  3.551  -4.097  -1.128  0.09
H  3.316  -6.305  -4.605  0.13
H  2.397  -4.710  -4.363  0.12
H  1.102  -7.024  -3.822  0.11
H  2.079  -7.221  -2.286  0.13
H  -0.117  -6.245  -1.771  0.05
H  1.033  -4.854  -1.457  0.09
H  -1.285  -2.232  -0.733  0.08
H  -1.898  -0.400  1.132  0.09
H  -4.142  1.160  0.824  0.07
H  -5.569  0.882  -1.332  0.07
H  -4.987  -0.889  -3.236  0.08
H  -3.228  -1.631  -5.675  0.11
H  -5.209  -1.996  -7.345  0.09
H  -7.212  -3.767  -6.714  0.08
H  -6.996  -5.162  -4.383  0.08
H  -4.963  -4.775  -2.719  0.06
H  8.894  -6.036  1.889  0.02
H  10.181  -4.567  0.567  0.01
C  -9.932  0.465  -0.658  -0.05
C  -11.178  0.560  -0.042  -0.06
C  -11.289  1.136  1.219  0.00
C  -10.151  1.607  1.874  -0.09
C  -8.901  1.490  1.268  -0.08
C  -8.795  0.928  -0.005  0.01
C  -7.679  1.941  1.972  -0.27
O  -6.586  1.842  1.441  0.09
C  -7.804  2.506  3.335  -0.08
C  -6.657  2.882  4.034  0.01
C  -6.766  3.426  5.310  -0.05
C  -8.021  3.605  5.887  -0.06
C  -9.166  3.226  5.196  0.00
C  -9.059  2.667  3.922  -0.09
C  -10.282  2.234  3.209  -0.28
O  -11.382  2.386  3.716  0.10
H  -9.847  0.024  -1.646  0.11
H  -12.063  0.188  -0.546  0.11
H  -12.263  1.212  1.692  0.12
H  -7.826  0.845  -0.488  0.10
H  -5.676  2.749  3.589  0.12
H  -5.872  3.713  5.854  0.11
H  -8.106  4.036  6.880  0.11
H  -10.141  3.364  5.653  0.12
C  -8.784  9.757  6.722  -0.06
C  -8.515  10.904  7.467  -0.06
C  -7.261  11.085  8.039  0.00
C  -6.273  10.113  7.878  -0.08
C  -6.550  8.953  7.153  -0.08
C  -7.804  8.783  6.566  0.00
C  -5.527  7.891  7.017  -0.28
O  -5.768  6.880  6.380  0.09
C  -4.213  8.074  7.672  -0.08
C  -3.259  7.057  7.600  0.00
C  -2.016  7.225  8.202  -0.05
C  -1.718  8.411  8.868  -0.06
C  -2.667  9.424  8.946  0.00
C  -3.920  9.253  8.356  -0.08
C  -4.936  10.323  8.476  -0.28
O  -4.677  11.360  9.063  0.10
H  -9.760  9.620  6.268  0.11
H  -9.284  11.658  7.599  0.11
H  -7.056  11.983  8.613  0.12
H  -8.021  7.889  5.989  0.12
H  -3.484  6.131  7.080  0.12
H  -1.278  6.431  8.149  0.11
H  -0.745  8.544  9.331  0.11
H  -2.430  10.344  9.471  0.12

***

(2)
A cluster of 2 separate species, C5H14 in total, computed with the ωB97M-V functional and the def2-TZVPD basis.

Calculated values
energy relative to the best compared isomer or geometry (same formula, charge and spin) = 30.1 kcal per mole
structure (SMILES) = CCC.CC
multiplicity = 1
LUMO level = 1.07 eV

Last column: natural (NBO) charge in e.
Positions of all 19 atoms, in Å:
C  -0.564  -0.965  -0.676  -0.61
C  -1.725  -0.406  -1.447  -0.41
C  -1.610  0.870  -2.249  -0.62
H  -0.889  -2.061  -0.580  0.21
H  -0.398  -0.595  0.351  0.20
H  0.375  -0.873  -1.202  0.20
H  -2.034  -1.262  -2.147  0.19
H  -2.655  -0.400  -0.836  0.20
H  -2.262  0.641  -3.194  0.21
H  -2.195  1.699  -1.807  0.21
H  -0.553  1.169  -2.531  0.21
C  2.131  -0.415  1.855  -0.62
C  1.643  0.948  2.314  -0.64
H  3.279  -0.565  1.796  0.21
H  1.902  -1.228  2.694  0.20
H  1.680  -0.825  0.993  0.21
H  2.007  1.918  1.824  0.21
H  1.966  1.171  3.342  0.21
H  0.530  1.022  2.519  0.21

***

(3)
An isolated molecule of C19H17F3N6O3S, computed with the ωB97M-V functional and the def2-TZVPD basis.

Calculated values
energy relative to the best compared isomer or geometry (same formula, charge and spin) = 4.1 kcal per mole
structure (SMILES) = O=C(Nc1cccc(C(F)(F)F)c1)Nc1cc(S(=O)(=O)NC2CC2)cnc1-n1ccnc1
multiplicity = 1
LUMO level = -0.28 eV

Last column: natural (NBO) charge in e.
Positions of all 49 atoms, in Å:
O  1.439  -3.523  -2.112  -0.66
C  0.992  -2.739  -1.292  0.79
N  0.905  -3.127  -0.003  -0.65
C  -0.146  -2.741  0.801  0.11
C  -1.448  -3.179  0.541  -0.19
C  -2.477  -2.918  1.461  -0.20
C  -2.206  -2.156  2.611  -0.18
C  -0.903  -1.658  2.846  -0.07
C  -0.645  -0.876  4.132  0.97
F  -0.343  -1.743  5.143  -0.33
F  0.393  0.010  4.017  -0.33
F  -1.712  -0.178  4.531  -0.31
C  0.119  -1.993  1.949  -0.21
N  0.636  -1.527  -1.831  -0.64
C  0.694  -0.378  -1.020  0.06
C  -0.510  0.306  -0.795  -0.11
C  -0.572  1.352  0.105  -0.37
S  -2.172  2.153  0.407  2.24
O  -2.064  3.375  1.211  -0.91
O  -3.128  1.197  0.941  -0.93
N  -2.717  2.465  -1.208  -0.83
C  -2.321  3.760  -1.714  -0.09
C  -0.922  3.865  -2.382  -0.43
C  -2.179  4.125  -3.179  -0.41
C  0.558  1.782  0.744  0.09
N  1.726  1.207  0.485  -0.44
C  1.826  0.166  -0.358  0.40
N  3.112  -0.362  -0.495  -0.39
C  3.674  -1.184  -1.456  -0.11
C  5.005  -1.293  -1.186  -0.08
N  5.297  -0.555  -0.040  -0.43
C  4.180  -0.028  0.350  0.19
H  1.311  -4.022  0.113  0.43
H  -1.617  -3.805  -0.316  0.22
H  -3.426  -3.372  1.263  0.23
H  -2.972  -1.948  3.330  0.23
H  1.153  -1.744  2.222  0.24
H  0.993  -1.421  -2.767  0.42
H  -1.400  -0.054  -1.309  0.26
H  -3.715  2.350  -1.203  0.41
H  -2.569  4.622  -1.067  0.21
H  -0.383  2.911  -2.470  0.22
H  -0.297  4.738  -2.218  0.22
H  -2.463  3.374  -3.930  0.22
H  -2.402  5.148  -3.460  0.23
H  0.541  2.601  1.459  0.24
H  3.309  -1.691  -2.335  0.24
H  5.704  -1.886  -1.756  0.22
H  4.141  0.595  1.242  0.23

***

(4)
A structure of composition C2H5IOS, computed with the ωB97M-V functional and the def2-TZVPD basis.

Calculated values
energy relative to the best compared isomer or geometry (same formula, charge and spin) = 22.3 kcal per mole
multiplicity = 1
LUMO level = 0.08 eV

Last column: natural (NBO) charge in e.
Positions of all 10 atoms, in Å:
C  0.337  0.957  -0.592  -0.71
C  -0.377  -0.097  0.201  0.09
O  0.037  -0.031  1.643  -0.74
S  -0.399  -1.871  -0.368  -0.01
I  -2.580  0.299  0.045  0.08
H  -0.118  1.336  -1.523  0.24
H  0.515  1.853  -0.005  0.24
H  1.267  0.714  -0.921  0.22
H  0.506  -0.888  1.887  0.49
H  0.812  -2.272  -0.367  0.10

***

(5)
A cluster of 7 separate species, C18H53N3O7 in total, computed with the ωB97M-V functional and the def2-TZVPD basis.

Calculated values
energy relative to the best compared isomer or geometry (same formula, charge and spin) = 28.4 kcal per mole
structure (SMILES) = COC[C@H](C)N.COC[C@H](C)N.COC[C@H](C)N.CCO.CCO.CCO.O
multiplicity = 1
LUMO level = 0.18 eV

Last column: Löwdin charge in e.
Positions of all 81 atoms, in Å:
C  1.270  -0.807  -4.889  -0.10
O  1.757  0.173  -4.007  -0.19
C  2.542  -0.295  -2.935  -0.21
C  2.861  0.879  -1.986  -0.40
C  3.832  0.591  -0.863  -0.04
N  1.621  1.510  -1.477  0.05
H  2.039  -1.478  -5.278  0.09
H  0.805  -0.267  -5.712  0.09
H  0.465  -1.385  -4.422  0.08
H  1.958  -0.999  -2.320  0.12
H  3.399  -0.897  -3.253  0.13
H  3.308  1.653  -2.621  0.14
H  3.788  1.343  -0.077  0.07
H  4.847  0.572  -1.268  0.08
H  3.725  -0.374  -0.358  0.06
H  1.011  1.418  -2.292  0.08
H  1.222  0.808  -0.832  0.04
C  -2.531  -2.429  -2.268  -0.08
O  -2.662  -3.402  -1.244  -0.19
C  -1.514  -3.516  -0.439  -0.22
C  -1.739  -4.638  0.588  -0.43
C  -0.620  -4.847  1.585  -0.06
N  -2.054  -5.857  -0.206  0.05
H  -1.541  -2.447  -2.728  0.08
H  -2.680  -1.423  -1.856  0.09
H  -3.381  -2.653  -2.912  0.09
H  -0.609  -3.704  -1.029  0.13
H  -1.282  -2.595  0.111  0.10
H  -2.630  -4.298  1.137  0.13
H  -0.821  -5.665  2.276  0.08
H  -0.364  -3.953  2.154  0.07
H  0.220  -5.182  0.967  0.08
H  -2.730  -5.471  -0.858  0.06
H  -2.500  -6.589  0.331  0.07
C  -5.521  4.311  -2.164  -0.09
O  -4.294  4.450  -1.441  -0.19
C  -3.932  3.263  -0.792  -0.25
C  -2.497  3.226  -0.300  -0.45
C  -1.472  3.412  -1.394  -0.05
N  -2.254  1.981  0.395  0.06
H  -6.256  3.993  -1.414  0.08
H  -5.366  3.490  -2.865  0.09
H  -5.857  5.265  -2.552  0.09
H  -4.621  3.148  0.062  0.12
H  -4.135  2.391  -1.434  0.12
H  -2.428  4.155  0.289  0.14
H  -0.447  3.381  -1.019  0.05
H  -1.579  4.381  -1.882  0.08
H  -1.514  2.607  -2.135  0.08
H  -1.335  1.921  0.806  0.04
H  -2.916  1.702  1.107  0.07
C  1.233  0.677  4.511  -0.08
C  -0.265  0.610  4.270  -0.26
O  -0.532  -0.031  3.001  -0.11
H  1.747  0.896  3.571  0.06
H  1.693  -0.267  4.808  0.08
H  1.496  1.485  5.192  0.07
H  -0.662  1.626  4.258  0.11
H  -0.799  0.072  5.054  0.11
H  -1.133  -0.753  3.205  0.09
C  2.336  -2.359  1.622  -0.08
C  3.131  -3.321  0.737  -0.33
O  4.243  -3.847  1.424  -0.07
H  1.363  -2.339  1.131  0.04
H  2.842  -1.400  1.668  0.07
H  2.135  -2.816  2.592  0.08
H  3.446  -2.739  -0.138  0.10
H  2.472  -4.139  0.422  0.10
H  4.896  -4.178  0.803  0.08
C  1.707  4.200  2.552  -0.09
C  1.766  3.142  1.440  -0.33
O  2.063  3.836  0.237  -0.11
H  0.736  4.691  2.692  0.07
H  2.417  5.021  2.493  0.07
H  1.788  3.740  3.545  0.05
H  0.845  2.560  1.411  0.09
H  2.652  2.544  1.682  0.09
H  1.950  3.176  -0.483  0.03
O  0.160  -0.126  0.392  -0.08
H  -0.396  -0.900  0.269  0.01
H  0.078  0.088  1.350  0.01

***

(6)
A cluster of 4 separate species, C6H20N2O3 in total, computed with the ωB97M-V functional and the def2-TZVPD basis.

Calculated values
multiplicity = 2
LUMO level (spin up / spin down) = 3.32 / 3.14 eV
total charge = -1

Last column: natural (NBO) charge in e.
Positions of all 31 atoms, in Å:
C  -0.010  -2.496  -2.968  -0.66
C  0.132  -1.009  -2.626  -0.57
C  -1.246  -0.314  -2.364  -0.40
C  -1.401  0.450  -1.029  -0.42
C  -0.170  1.348  -0.669  -0.29
N  -0.094  1.463  0.794  -0.63
C  -0.796  2.424  1.452  0.27
N  -1.343  2.131  2.573  -0.78
H  0.857  -3.088  -2.655  0.21
H  -0.055  -2.693  -4.049  0.19
H  -0.889  -2.974  -2.539  0.19
H  0.584  -0.496  -3.475  0.19
H  0.791  -0.966  -1.773  0.17
H  -1.966  -1.134  -2.367  0.19
H  -1.466  0.340  -3.212  0.18
H  -2.225  1.157  -1.112  0.19
H  -1.618  -0.298  -0.274  0.20
H  0.743  0.875  -1.029  0.21
H  -0.337  2.282  -1.197  0.19
H  -0.232  0.540  1.195  0.38
H  -0.804  3.431  1.038  0.15
H  -1.704  2.939  3.078  0.33
H  4.057  0.039  1.597  0.42
H  3.995  0.121  0.071  0.35
O  4.138  0.664  0.865  -1.14
H  -0.090  -2.470  2.637  0.44
H  -0.222  -1.516  3.810  0.49
O  -0.391  -2.439  3.553  -1.00
H  0.145  0.726  4.132  0.47
H  0.855  0.801  2.909  0.48
O  0.761  0.159  3.634  -1.00

***

| no. | DFT total energy (Ha) |
| --- | --- |
| 1 | -4844.85753 |
| 2 | -198.84118 |
| 3 | -1986.25328 |
| 4 | -850.28065 |
| 5 | -1408.43960 |
| 6 | -575.77803 |